The following is a DFT calculation (ωB97M-V/def2-TZVPD) of a 2-piece molecular cluster, C7H18NOSi overall in a non-equilibrium geometry.

The geometry in XYZ format:
```
28
Properties=species:S:1:pos:R:3:forces:R:3
C -0.286 0.987 0.342 0.4 -1.3 -0.3
C 1.580 -1.717 0.871 5.1 2.2 0.2
C 3.562 1.038 -0.665 0.7 -4.4 -0.5
C -2.141 -1.500 0.795 -2.3 -0.3 -3.7
C -3.364 1.626 0.771 -1.6 -1.4 -0.8
C -2.093 0.176 -1.740 1.5 -3.1 3.1
C 1.856 -0.530 -0.060 -2.2 -0.5 3.1
N 2.624 0.613 0.399 -3.3 1.5 -1.7
O 0.251 2.011 0.466 0.3 0.5 0.3
Si -2.149 0.301 0.170 -0.4 -0.7 -0.7
H 1.127 -2.486 0.401 -1.6 -2.3 -1.7
H 1.052 -1.385 1.671 -2.0 0.7 2.4
H 2.526 -2.137 1.385 -1.0 0.5 -1.1
H 3.112 0.976 -1.660 -0.5 0.5 0.5
H 3.990 1.933 -0.452 1.4 2.5 0.5
H 4.265 0.163 -0.705 0.1 1.3 0.0
H -2.232 -2.201 -0.135 1.1 1.4 0.9
H -1.345 -1.813 1.363 1.7 -0.7 1.5
H -3.096 -1.889 1.121 -0.3 0.6 1.3
H -4.444 1.174 0.482 2.2 0.9 1.2
H -3.295 2.051 1.798 -0.2 -0.5 -0.9
H -3.270 2.385 -0.002 0.2 0.5 0.2
H -1.040 -0.042 -1.923 0.1 0.2 -0.4
H -2.613 -0.699 -2.091 -0.4 -0.4 0.0
H -2.428 0.972 -2.232 -1.1 3.5 -2.1
H 1.764 -0.682 -1.076 0.3 0.1 -1.9
H 2.901 0.501 1.347 1.5 -0.5 0.8
H 1.938 1.460 0.534 0.5 -0.9 -0.4
```
Positions in Å, forces in eV/Å.

Properties
Total charge   +1
Highest occupied orbital energy (spin up / spin down)   -11.8 / -11.0 eV
Max |F|   5.5 eV Å⁻¹
Gap between HOMO and LUMO (spin up / spin down)   8.53 / 7.48 eV

The following is a DFT calculation (ωB97M-V/def2-TZVPD) of a 6-piece molecular cluster, C6H26N2O5 overall in a non-equilibrium geometry.

The geometry in XYZ format:
```
39
Properties=species:S:1:pos:R:3:forces:R:3
C 1.219 0.781 2.607 -0.6 2.3 -0.3
C 0.780 -0.050 1.465 -1.4 -2.6 -3.4
C 1.307 0.499 0.012 -1.7 0.1 2.1
C 0.433 1.634 -0.650 -2.3 -1.2 -0.2
C 1.465 2.513 -1.336 0.1 0.0 1.8
N 1.092 -1.510 1.617 0.3 0.6 0.8
C 0.013 -2.507 2.095 -0.7 1.2 -3.8
N -1.330 -2.373 1.452 4.1 -3.2 1.9
H 0.617 1.720 2.449 1.3 0.0 0.0
H 0.721 0.481 3.537 1.0 -0.5 0.2
H 2.370 0.974 2.565 -2.2 -0.4 0.6
H -0.365 -0.127 1.186 2.3 0.6 1.5
H 2.321 0.878 0.024 0.3 -0.3 0.7
H 1.302 -0.350 -0.632 0.1 -0.7 -0.5
H -0.325 2.104 0.138 1.9 -0.5 -1.4
H -0.336 1.149 -1.497 2.4 1.5 2.5
H 2.432 2.104 -1.089 0.5 0.0 -0.4
H 1.369 2.511 -2.361 -0.3 0.3 -2.3
H 1.563 3.501 -0.973 -0.4 1.4 0.3
H 1.941 -1.701 2.198 -1.0 0.5 -0.7
H -0.124 -2.502 3.176 0.3 -0.5 0.0
H 0.441 -3.325 1.459 -0.4 -0.5 2.0
H -1.917 -1.684 1.662 -2.4 3.5 1.2
H -1.375 -2.686 0.533 0.2 -0.3 -1.6
H -1.964 -0.848 -2.262 2.2 2.3 1.4
H -0.725 -1.032 -1.465 0.6 -0.3 0.2
O -1.227 -0.258 -1.765 -3.8 -2.7 -1.8
H 0.949 -2.227 -0.991 -0.3 -0.8 0.0
H -0.030 -3.491 -1.145 0.4 -0.6 -0.2
O 0.027 -2.526 -1.168 0.2 0.9 -0.1
H 1.499 -0.322 -4.087 0.7 -1.3 -0.2
H 1.373 0.472 -2.753 -0.1 -0.5 -0.5
O 1.088 0.415 -3.679 -0.5 1.6 0.5
H -2.850 2.694 -1.527 1.8 2.0 -3.2
H -2.712 2.342 -0.119 0.4 -0.3 0.9
O -3.259 2.222 -0.882 -2.4 -1.7 2.2
H -3.430 -0.010 0.715 3.9 1.2 0.5
H -1.885 0.221 0.460 7.8 -1.7 -9.3
O -2.468 0.312 1.033 -12.2 0.8 8.6
```
Positions in Å, forces in eV/Å.

Properties
Total charge   -1
Highest occupied orbital energy (spin up / spin down)   0.4 / -5.4 eV
Max |F|   14.9 eV Å⁻¹
Gap between HOMO and LUMO (spin up / spin down)   2.70 / 8.38 eV
Multiplicity   2

The following is a DFT calculation (ωB97M-V/def2-TZVPD) of one molecule with the formula C5H4N6 in a non-equilibrium geometry.

The geometry in XYZ format:
```
15
Properties=species:S:1:pos:R:3:forces:R:3
C 1.589 2.225 -0.825 3.0 2.0 -1.1
C 0.245 2.353 -0.618 4.7 -6.2 0.5
N -0.499 1.346 -0.202 -1.2 -2.7 0.2
C 0.042 0.136 -0.086 3.4 2.2 -0.2
C -0.663 -1.015 0.401 -0.7 -0.7 -0.1
N -0.143 -2.197 0.723 2.4 -1.8 0.2
N -1.057 -3.069 1.015 -1.1 3.2 -0.5
N -2.188 -2.276 0.869 -2.4 -4.7 1.3
N -1.959 -1.094 0.483 -2.2 1.8 -0.2
C 1.494 0.053 -0.320 -3.9 -5.1 1.6
N 2.167 1.023 -0.712 2.6 2.7 -0.7
H 2.445 3.093 -1.078 -3.0 -2.1 0.6
H -0.249 3.132 -0.608 -4.2 8.2 -0.4
H -3.175 -2.740 1.068 2.8 1.8 -0.7
H 1.950 -0.968 -0.109 -0.3 1.4 -0.5
```
Positions in Å, forces in eV/Å.

Properties
Total charge   0
Highest occupied orbital energy   -9.5 eV
Max |F|   9.2 eV Å⁻¹
Structure (SMILES)   c1cnc(-c2nn[nH]n2)cn1
Gap between HOMO and LUMO   9.50 eV

The following is a DFT calculation (ωB97M-V/def2-TZVPD) of C53H42N4O3P2S4SrTe as an isolated structure in a non-equilibrium geometry.

The geometry in XYZ format:
```
110
Properties=species:S:1:pos:R:3:forces:R:3
Sr 0.992 -1.204 0.649 -7.7 4.3 -2.7
C 1.187 -3.670 2.630 0.3 -0.6 -0.2
C 1.972 -3.128 1.438 1.1 -2.7 1.2
N 1.591 -3.370 0.243 0.6 -1.5 -0.7
N 0.643 -4.294 -0.080 -0.6 -0.4 0.0
C -0.326 -3.900 -0.863 0.8 0.1 0.2
S -0.708 -2.281 -1.335 -0.4 -0.7 -0.1
S -1.225 -5.264 -1.638 0.1 0.1 0.1
C -0.726 -4.853 -3.358 0.1 0.0 0.3
C 0.740 -5.104 -3.589 -0.1 0.0 0.1
C 1.673 -4.119 -3.269 0.1 -0.1 0.0
C 3.034 -4.376 -3.377 0.0 0.0 0.0
C 3.481 -5.619 -3.804 -0.1 0.0 -0.1
C 2.555 -6.600 -4.149 0.0 0.1 0.1
C 1.196 -6.341 -4.038 0.0 -0.1 -0.1
C 3.054 -2.117 1.645 1.3 -1.0 0.3
C 3.835 -2.195 2.827 -0.4 0.4 -0.4
C 4.690 -1.186 3.195 -0.1 0.1 -0.1
C 4.789 -0.041 2.380 -0.1 -0.3 0.0
C 4.135 0.011 1.175 0.2 -0.3 0.0
C 3.312 -1.059 0.716 2.5 -0.2 -0.2
O 2.734 -0.984 -0.440 2.8 0.5 -1.1
H 0.122 -3.428 2.531 0.2 0.0 -0.1
H 1.532 -3.293 3.583 0.1 0.1 0.0
H 1.245 -4.765 2.649 0.0 0.1 -0.1
H -0.974 -3.796 -3.475 0.0 -0.1 -0.2
H -1.358 -5.480 -3.990 0.0 0.1 0.0
H 1.334 -3.158 -2.905 0.0 0.0 0.0
H 3.741 -3.600 -3.103 0.0 -0.1 0.0
H 4.542 -5.830 -3.859 0.0 0.0 0.0
H 2.895 -7.572 -4.487 0.0 0.0 0.0
H 0.475 -7.116 -4.284 0.0 0.0 0.0
H 3.701 -3.040 3.488 0.0 -0.1 0.0
H 5.220 -1.244 4.135 0.0 0.0 0.0
H 5.378 0.805 2.711 0.1 0.0 0.0
H 4.213 0.867 0.514 0.0 0.0 0.0
Te -0.791 4.273 -0.296 -0.3 -0.1 -0.5
C -2.066 5.054 -1.794 0.0 0.0 0.0
C -2.170 6.423 -2.027 0.0 0.1 0.0
C -3.047 6.884 -2.998 -0.1 -0.2 0.0
N -3.816 6.090 -3.753 0.2 -0.1 0.2
C -3.702 4.774 -3.520 0.0 0.2 0.0
C -2.862 4.217 -2.565 -0.1 0.0 -0.1
C -0.800 2.270 -0.962 0.9 -0.1 1.0
P -1.230 1.109 0.372 -0.4 0.8 -0.4
C -0.946 1.878 2.030 0.0 0.0 0.0
C -1.781 1.604 3.115 0.1 0.0 0.0
C -1.466 2.059 4.390 0.1 0.0 0.0
C -0.300 2.786 4.608 -0.1 0.0 0.0
C 0.543 3.057 3.541 0.0 -0.1 -0.1
C 0.227 2.599 2.269 0.0 -0.2 0.0
C -3.073 1.170 0.242 0.0 0.0 -0.1
C -3.675 0.236 -0.609 0.0 0.2 0.2
C -5.022 0.335 -0.932 0.0 0.0 0.0
C -5.794 1.360 -0.399 0.1 0.0 0.1
C -5.209 2.291 0.453 0.1 0.0 0.0
C -3.855 2.201 0.766 -0.1 -0.1 0.0
P 0.829 1.665 -1.644 -0.9 0.4 -0.1
C 1.312 3.120 -2.688 -0.1 0.0 0.1
C 0.476 3.634 -3.683 0.0 -0.1 0.0
C 0.790 4.820 -4.332 0.0 -0.1 0.0
C 1.960 5.503 -4.010 0.0 -0.1 0.1
C 2.804 4.996 -3.031 -0.1 0.0 0.0
C 2.475 3.814 -2.374 0.1 0.0 0.0
C 0.220 0.553 -3.000 0.3 0.0 -0.1
C -1.099 0.486 -3.428 -0.1 -0.1 -0.1
C -1.459 -0.353 -4.481 0.0 0.0 0.0
C -0.495 -1.118 -5.127 0.0 0.0 0.1
C 0.826 -1.072 -4.691 0.0 0.0 -0.1
C 1.173 -0.257 -3.623 -0.1 0.0 0.1
H -1.565 7.129 -1.465 -0.1 0.0 -0.1
H -3.140 7.952 -3.186 0.0 -0.1 0.0
H -4.327 4.129 -4.134 0.0 0.0 0.0
H -2.808 3.141 -2.409 0.0 0.1 0.0
H -2.668 0.995 2.965 0.0 0.1 0.0
H -2.115 1.819 5.225 0.0 0.0 0.0
H -0.030 3.097 5.610 0.0 0.0 0.0
H 1.480 3.575 3.709 0.0 0.0 0.0
H 0.945 2.729 1.460 -0.1 0.1 0.0
H -3.069 -0.562 -1.018 0.0 -0.1 -0.1
H -5.470 -0.385 -1.610 0.0 0.0 0.1
H -6.850 1.430 -0.639 0.0 0.0 0.0
H -5.804 3.100 0.864 0.0 0.0 0.0
H -3.402 2.942 1.413 0.0 0.0 0.0
H -0.438 3.103 -3.932 0.1 0.1 0.0
H 0.111 5.224 -5.077 0.0 0.0 0.0
H 2.203 6.433 -4.512 0.0 0.0 0.0
H 3.712 5.529 -2.768 0.0 0.0 0.0
H 3.126 3.424 -1.596 -0.1 0.0 0.0
H -1.845 1.081 -2.909 0.1 0.0 0.0
H -2.499 -0.412 -4.792 0.1 0.0 0.0
H -0.773 -1.764 -5.954 0.0 0.0 0.1
H 1.578 -1.689 -5.173 0.0 0.0 0.1
H 2.182 -0.267 -3.226 0.1 0.0 -0.1
O 1.502 0.206 7.992 0.0 0.1 -0.1
S 1.752 -0.869 7.064 -0.2 0.0 0.1
O 2.715 -1.860 7.474 0.1 0.0 -0.1
N 2.068 -0.320 5.561 -0.3 -0.1 -0.6
C 1.149 -0.694 4.679 0.3 0.1 0.5
S 1.212 -0.470 3.000 -0.4 1.4 4.3
C 0.007 -1.457 5.315 0.2 0.1 -0.2
C -1.140 -1.937 4.715 -0.3 -0.2 0.0
C -2.033 -2.675 5.487 0.1 0.1 0.0
C -1.791 -2.905 6.841 0.0 0.0 -0.1
C -0.659 -2.385 7.453 0.2 0.1 -0.1
C 0.222 -1.665 6.662 -0.1 -0.1 0.0
H -1.334 -1.729 3.671 0.1 0.0 0.0
H -2.927 -3.078 5.027 0.0 0.0 0.0
H -2.486 -3.503 7.418 0.0 0.1 0.0
H -0.465 -2.536 8.508 0.0 0.0 0.0
```
Positions in Å, forces in eV/Å.

Properties
Total charge   -2
Highest occupied orbital energy   -2.2 eV
Max |F|   9.2 eV Å⁻¹
Gap between HOMO and LUMO   5.98 eV